A cluster of 13 separate species, C64H160N12O13 in total in a non-equilibrium geometry, computed with ωB97M-V/def2-TZVPD.

Bonds (Å) are listed after each position.
Atoms and positions in Å:
1 C -1.648 -6.185 5.944  C2 1.602, H12 1.090, H13 1.090, H14 1.090
2 C -2.777 -7.083 6.639  C1 1.602, C3 1.530, N7 1.460, C11 1.535
3 C -3.548 -7.695 5.468  C2 1.530, C4 1.465, H15 1.090, H16 1.090
4 C -4.417 -8.848 5.717  C3 1.465, C5 1.532, H17 1.090, H18 1.090
5 C -3.808 -9.928 6.617  C4 1.532, C6 1.602, H19 1.090, H20 1.090
6 C -3.062 -9.243 7.859  C5 1.602, N7 1.482, C9 1.501, C10 1.556
7 N -2.177 -8.119 7.474  C2 1.460, C6 1.482, O8 1.336
8 O -1.471 -7.588 8.476  N7 1.336, H30 0.960
9 C -3.966 -8.899 9.007  C6 1.501, H21 1.090, H22 1.090, H23 1.090
10 C -2.079 -10.348 8.343  C6 1.556, H24 1.090, H25 1.090, H26 1.090
11 C -3.841 -6.245 7.363  C2 1.535, H27 1.090, H28 1.090, H29 1.090
12 H -1.636 -5.227 6.464  C1 1.090
13 H -1.922 -5.973 4.910  C1 1.090
14 H -0.687 -6.698 5.999  C1 1.090
15 H -3.995 -6.902 4.869  C3 1.090
16 H -2.797 -8.093 4.787  C3 1.090
17 H -4.779 -9.406 4.853  C4 1.090
18 H -5.217 -8.419 6.319  C4 1.090
19 H -3.261 -10.619 5.977  C5 1.090
20 H -4.719 -10.404 6.978  C5 1.090
21 H -3.478 -8.477 9.886  C9 1.090
22 H -4.754 -8.288 8.567  C9 1.090
23 H -4.514 -9.729 9.454  C9 1.090
24 H -2.549 -11.314 8.530  C10 1.090
25 H -1.295 -10.478 7.597  C10 1.090
26 H -1.659 -10.071 9.310  C10 1.090
27 H -3.690 -6.165 8.439  C11 1.090
28 H -4.871 -6.596 7.304  C11 1.090
29 H -3.975 -5.271 6.893  C11 1.090
30 H -0.647 -8.078 8.525  O8 0.960
31 C -1.928 0.572 -6.427  C32 1.546, H42 1.090, H43 1.090, H44 1.090
32 C -2.521 -0.338 -7.528  C31 1.546, C33 1.588, N37 1.549, C41 1.530
33 C -4.004 0.111 -7.877  C32 1.588, C34 1.558, H45 1.090, H46 1.090
34 C -4.104 1.372 -8.786  C33 1.558, C35 1.542, H47 1.090, H48 1.090
35 C -3.251 1.052 -10.031  C34 1.542, C36 1.582, H49 1.090, H50 1.090
36 C -1.717 0.735 -9.810  C35 1.582, N37 1.494, C39 1.558, C40 1.594
37 N -1.745 -0.423 -8.866  C32 1.549, C36 1.494, O38 1.491
38 O -0.366 -0.939 -8.632  N37 1.491, H60 0.960
39 C -1.100 0.307 -11.175  C36 1.558, H51 1.090, H52 1.090, H53 1.090
40 C -0.862 1.992 -9.331  C36 1.594, H54 1.090, H55 1.090, H56 1.090
41 C -2.598 -1.756 -6.960  C32 1.530, H57 1.090, H58 1.090, H59 1.090
42 H -2.409 0.572 -5.448  C31 1.090
43 H -1.788 1.619 -6.693  C31 1.090
44 H -0.932 0.237 -6.138  C31 1.090
45 H -4.320 -0.791 -8.402  C33 1.090
46 H -4.598 0.321 -6.988  C33 1.090
47 H -3.706 2.284 -8.342  C34 1.090
48 H -5.090 1.495 -9.235  C34 1.090
49 H -3.351 1.849 -10.767  C35 1.090
50 H -3.611 0.194 -10.599  C35 1.090
51 H -1.510 -0.660 -11.466  C39 1.090
52 H -1.335 0.839 -12.097  C39 1.090
53 H -0.014 0.214 -11.144  C39 1.090
54 H -0.403 2.771 -9.940  C40 1.090
55 H -1.497 2.559 -8.651  C40 1.090
56 H -0.092 1.477 -8.756  C40 1.090
57 H -1.606 -2.022 -6.595  C41 1.090
58 H -2.852 -2.534 -7.680  C41 1.090
59 H -3.216 -1.853 -6.067  C41 1.090
60 H -0.297 -1.425 -9.457  O38 0.960
61 C -0.965 10.179 -4.706  C62 1.529, H72 1.090, H73 1.090, H74 1.090
62 C 0.480 9.890 -5.113  C61 1.529, C63 1.537, N67 1.481, C71 1.572
63 C 1.288 10.172 -3.837  C62 1.537, C64 1.495, H75 1.090, H76 1.090
64 C 1.217 9.191 -2.711  C63 1.495, C65 1.558, H77 1.090, H78 1.090
65 C 1.756 7.821 -3.224  C64 1.558, C66 1.563, H79 1.090, H80 1.090
66 C 0.964 7.404 -4.506  C65 1.563, N67 1.488, C69 1.510, C70 1.558
67 N 0.894 8.519 -5.490  C62 1.481, C66 1.488, O68 1.398
68 O 0.266 8.213 -6.701  N67 1.398, H90 0.960
69 C 1.793 6.419 -5.295  C66 1.510, H81 1.090, H82 1.090, H83 1.090
70 C -0.369 6.750 -4.035  C66 1.558, H84 1.090, H85 1.090, H86 1.090
71 C 1.072 10.809 -6.242  C62 1.572, H87 1.090, H88 1.090, H89 1.090
72 H -1.570 10.055 -5.604  C61 1.090
73 H -1.136 11.102 -4.151  C61 1.090
74 H -1.268 9.338 -4.083  C61 1.090
75 H 2.339 10.256 -4.113  C63 1.090
76 H 0.939 11.114 -3.412  C63 1.090
77 H 0.196 9.073 -2.348  C64 1.090
78 H 1.699 9.562 -1.807  C64 1.090
79 H 1.566 7.077 -2.450  C65 1.090
80 H 2.845 7.801 -3.265  C65 1.090
81 H 1.876 5.523 -4.680  C69 1.090
82 H 1.363 6.150 -6.260  C69 1.090
83 H 2.799 6.790 -5.492  C69 1.090
84 H -0.144 5.715 -3.777  C70 1.090
85 H -1.022 7.288 -3.349  C70 1.090
86 H -1.083 6.814 -4.857  C70 1.090
87 H 2.087 10.463 -6.442  C71 1.090
88 H 1.184 11.778 -5.757  C71 1.090
89 H 0.456 10.808 -7.141  C71 1.090
90 H 0.843 8.618 -7.353  O68 0.960
91 C -0.001 -8.906 -2.663  O92 1.348, H93 1.090, H94 1.090, H95 1.090
92 O -0.377 -8.108 -3.683  C91 1.348, H96 0.960
93 H -0.721 -9.695 -2.447  C91 1.090
94 H 0.928 -9.434 -2.876  C91 1.090
95 H 0.080 -8.367 -1.719  C91 1.090
96 H -1.309 -7.964 -3.500  O92 0.960
97 C -5.756 1.982 6.379  C98 1.472, H103 1.090, H104 1.090, H105 1.090
98 C -4.681 1.017 6.668  C97 1.472, C99 1.559, N102 1.378, H106 1.090
99 C -4.011 0.365 5.421  C98 1.559, O100 1.457, H107 1.090, H108 1.090
100 O -4.590 -0.936 5.110  C99 1.457, C101 1.411
101 C -5.967 -0.971 4.802  O100 1.411, H109 1.090, H110 1.090, H111 1.090
102 N -3.714 1.673 7.399  C98 1.378, H112 1.010, H113 1.010
103 H -5.401 2.634 5.582  C97 1.090
104 H -5.955 2.539 7.294  C97 1.090
105 H -6.653 1.418 6.123  C97 1.090
106 H -4.870 0.163 7.318  C98 1.090
107 H -2.987 0.112 5.695  C99 1.090
108 H -3.999 1.138 4.652  C99 1.090
109 H -6.121 -1.794 4.106  C101 1.090
110 H -6.320 -0.055 4.328  C101 1.090
111 H -6.598 -0.974 5.691  C101 1.090
112 H -2.951 2.067 6.868  N102 1.010
113 H -3.295 0.999 8.024  N102 1.010
114 C 8.014 -3.378 0.761  C115 1.587, H120 1.090, H121 1.090, H122 1.090
115 C 7.262 -2.130 0.133  C114 1.587, C116 1.546, N119 1.418, H123 1.090
116 C 7.999 -1.716 -1.161  C115 1.546, O117 1.393, H124 1.090, H125 1.090
117 O 9.304 -1.365 -0.824  C116 1.393, C118 1.414
118 C 10.201 -0.788 -1.751  O117 1.414, H126 1.090, H127 1.090, H128 1.090
119 N 5.885 -2.443 0.011  C115 1.418, H129 1.010, H130 1.010
120 H 7.822 -4.343 0.294  C114 1.090
121 H 7.698 -3.402 1.804  C114 1.090
122 H 9.073 -3.182 0.928  C114 1.090
123 H 7.397 -1.277 0.798  C115 1.090
124 H 7.370 -0.926 -1.571  C116 1.090
125 H 7.982 -2.526 -1.892  C116 1.090
126 H 9.762 0.114 -2.179  C118 1.090
127 H 10.356 -1.535 -2.530  C118 1.090
128 H 11.106 -0.417 -1.270  C118 1.090
129 H 5.332 -1.633 -0.231  N119 1.010
130 H 5.671 -3.202 -0.621  N119 1.010
131 C -5.741 -5.864 -1.259  C132 1.546, H137 1.090, H138 1.090, H139 1.090
132 C -6.577 -6.685 -2.268  C131 1.546, C133 1.600, N136 1.480, H140 1.090
133 C -7.814 -5.881 -2.886  C132 1.600, O134 1.444, H141 1.090, H142 1.090
134 O -8.789 -5.553 -1.873  C133 1.444, C135 1.371
135 C -9.826 -4.773 -2.316  O134 1.371, H143 1.090, H144 1.090, H145 1.090
136 N -5.737 -6.990 -3.448  C132 1.480, H146 1.010, H147 1.010
137 H -6.326 -5.533 -0.401  C131 1.090
138 H -5.254 -5.003 -1.716  C131 1.090
139 H -4.828 -6.408 -1.017  C131 1.090
140 H -6.844 -7.641 -1.817  C132 1.090
141 H -8.328 -6.574 -3.553  C133 1.090
142 H -7.439 -4.941 -3.291  C133 1.090
143 H -10.443 -5.515 -2.822  C135 1.090
144 H -9.609 -3.953 -3.001  C135 1.090
145 H -10.157 -4.331 -1.376  C135 1.090
146 H -5.968 -7.886 -3.855  N136 1.010
147 H -5.813 -6.282 -4.165  N136 1.010
148 C 5.038 -0.522 6.779  C149 1.581, H154 1.090, H155 1.090, H156 1.090
149 C 3.701 -1.361 6.877  C148 1.581, C150 1.542, N153 1.461, H157 1.090
150 C 2.686 -1.056 7.997  C149 1.542, O151 1.428, H158 1.090, H159 1.090
151 O 3.229 -1.477 9.248  C150 1.428, C152 1.471
152 C 2.261 -1.779 10.314  O151 1.471, H160 1.090, H161 1.090, H162 1.090
153 N 3.046 -1.326 5.571  C149 1.461, H163 1.010, H164 1.010
154 H 5.391 -0.416 5.753  C148 1.090
155 H 5.694 -0.820 7.597  C148 1.090
156 H 4.830 0.514 7.050  C148 1.090
157 H 3.902 -2.423 7.011  C149 1.090
158 H 1.784 -1.625 7.772  C150 1.090
159 H 2.348 -0.022 7.931  C150 1.090
160 H 1.662 -0.886 10.496  C152 1.090
161 H 2.719 -2.171 11.222  C152 1.090
162 H 1.702 -2.629 9.922  C152 1.090
163 H 2.322 -2.030 5.603  N153 1.010
164 H 3.606 -1.516 4.753  N153 1.010
165 C 0.375 -3.206 -0.239  C166 1.549, H171 1.090, H172 1.090, H173 1.090
166 C -0.153 -1.801 0.143  C165 1.549, C167 1.477, N170 1.454, H174 1.090
167 C 0.339 -0.664 -0.662  C166 1.477, O168 1.445, H175 1.090, H176 1.090
168 O 1.756 -0.400 -0.560  C167 1.445, C169 1.399
169 C 2.116 0.890 -0.964  O168 1.399, H177 1.090, H178 1.090, H179 1.090
170 N -1.595 -1.760 0.322  C166 1.454, H180 1.010, H181 1.010
171 H 1.465 -3.174 -0.253  C165 1.090
172 H 0.036 -3.398 -1.257  C165 1.090
173 H -0.139 -3.903 0.424  C165 1.090
174 H 0.237 -1.537 1.126  C166 1.090
175 H -0.329 0.196 -0.617  C167 1.090
176 H 0.237 -0.899 -1.721  C167 1.090
177 H 1.930 1.650 -0.204  C169 1.090
178 H 1.526 1.116 -1.852  C169 1.090
179 H 3.170 0.765 -1.211  C169 1.090
180 H -1.754 -0.779 0.503  N170 1.010
181 H -1.921 -2.364 1.062  N170 1.010
182 C -1.679 8.477 6.848  C183 1.617, H188 1.090, H189 1.090, H190 1.090
183 C -1.638 6.898 6.503  C182 1.617, C184 1.564, N187 1.409, H191 1.090
184 C -0.466 6.162 5.776  C183 1.564, O185 1.459, H192 1.090, H193 1.090
185 O -0.790 4.768 5.493  C184 1.459, C186 1.447
186 C 0.301 4.008 4.919  O185 1.447, H194 1.090, H195 1.090, H196 1.090
187 N -1.941 6.192 7.685  C183 1.409, H197 1.010, H198 1.010
188 H -0.666 8.704 7.178  C182 1.090
189 H -2.339 8.755 7.670  C182 1.090
190 H -2.022 9.042 5.981  C182 1.090
191 H -2.422 6.648 5.788  C183 1.090
192 H 0.338 6.265 6.504  C184 1.090
193 H -0.235 6.614 4.811  C184 1.090
194 H 1.093 3.922 5.663  C186 1.090
195 H 0.638 4.369 3.948  C186 1.090
196 H -0.094 3.000 4.799  C186 1.090
197 H -1.082 6.038 8.194  N187 1.010
198 H -2.526 5.382 7.538  N187 1.010
199 C 12.883 7.321 -0.782  C200 1.528, H205 1.090, H206 1.090, H207 1.090
200 C 13.238 5.899 -1.217  C199 1.528, C201 1.547, N204 1.467, H208 1.090
201 C 12.109 5.416 -2.158  C200 1.547, O202 1.409, H209 1.090, H210 1.090
202 O 10.930 5.131 -1.441  C201 1.409, C203 1.420
203 C 9.757 5.090 -2.240  O202 1.420, H211 1.090, H212 1.090, H213 1.090
204 N 14.522 5.895 -1.924  C200 1.467, H214 1.010, H215 1.010
205 H 12.320 8.040 -1.377  C199 1.090
206 H 13.672 7.693 -0.127  C199 1.090
207 H 11.997 7.297 -0.148  C199 1.090
208 H 13.279 5.390 -0.254  C200 1.090
209 H 12.389 4.515 -2.702  C201 1.090
210 H 11.937 6.299 -2.775  C201 1.090
211 H 9.875 4.381 -3.059  C203 1.090
212 H 9.531 6.013 -2.774  C203 1.090
213 H 8.908 4.772 -1.635  C203 1.090
214 H 14.777 4.941 -2.135  N204 1.010
215 H 15.179 6.112 -1.188  N204 1.010
216 C -8.780 5.149 0.874  C217 1.511, H222 1.090, H223 1.090, H224 1.090
217 C -7.338 5.027 1.310  C216 1.511, C218 1.547, N221 1.434, H225 1.090
218 C -6.450 5.065 0.044  C217 1.547, O219 1.412, H226 1.090, H227 1.090
219 O -5.114 5.459 0.277  C218 1.412, C220 1.444
220 C -4.319 4.583 1.107  O219 1.444, H228 1.090, H229 1.090, H230 1.090
221 N -6.945 5.953 2.332  C217 1.434, H231 1.010, H232 1.010
222 H -8.970 6.112 0.400  C216 1.090
223 H -9.468 4.921 1.687  C216 1.090
224 H -9.146 4.444 0.127  C216 1.090
225 H -7.120 4.060 1.763  C217 1.090
226 H -6.845 5.746 -0.709  C218 1.090
227 H -6.464 4.122 -0.504  C218 1.090
228 H -4.217 3.680 0.506  C220 1.090
229 H -4.782 4.387 2.073  C220 1.090
230 H -3.367 5.107 1.194  C220 1.090
231 H -5.939 5.878 2.379  N221 1.010
232 H -7.167 6.879 1.995  N221 1.010
233 C 3.428 -4.249 -4.752  C234 1.544, H239 1.090, H240 1.090, H241 1.090
234 C 4.014 -5.527 -5.387  C233 1.544, C235 1.559, N238 1.398, H242 1.090
235 C 4.735 -6.391 -4.307  C234 1.559, O236 1.462, H243 1.090, H244 1.090
236 O 4.131 -6.134 -3.001  C235 1.462, C237 1.399
237 C 4.575 -7.030 -2.023  O236 1.399, H245 1.090, H246 1.090, H247 1.090
238 N 2.945 -6.271 -5.894  C234 1.398, H248 1.010, H249 1.010
239 H 2.730 -4.401 -3.929  C233 1.090
240 H 3.001 -3.557 -5.478  C233 1.090
241 H 4.238 -3.766 -4.206  C233 1.090
242 H 4.585 -5.222 -6.264  C234 1.090
243 H 5.725 -5.937 -4.286  C235 1.090
244 H 4.844 -7.430 -4.619  C235 1.090
245 H 4.221 -6.783 -1.022  C237 1.090
246 H 5.662 -7.029 -2.111  C237 1.090
247 H 4.165 -8.024 -2.202  C237 1.090
248 H 2.504 -6.833 -5.179  N238 1.010
249 H 2.165 -5.693 -6.174  N238 1.010

Results
Spin multiplicity: 1
Maximum force (hartree/bohr): 0.0920
E_HOMO (eV): -8.172
Gap between HOMO and LUMO (eV): 8.22
Energy (eV): -113443.250
Molar mass (u): 1306.1

Mulliken atomic charge list, values in e, 6 entries: -1.732, 1.697, -1.416, -0.873, -0.961, 1.665